(1)
{"formula": "C32H68NO16S8", "method": "ωB97M-V with the def2-TZVPD basis set", "de_lowest_ev": 0.609, "charge": 1, "lumo_ev": -1.628, "largest_force_ev_per_a": 9.804, "gap_ev": 9.81, "elements": ["N", "H", "H", "H", "H", "C", "C", "C", "S", "O", "O", "C", "H", "H", "H", "H", "H", "H", "H", "H", "C", "C", "C", "S", "O", "O", "C", "H", "H", "H", "H", "H", "H", "H", "H", "C", "C", "C", "S", "O", "O", "C", "H", "H", "H", "H", "H", "H", "H", "H", "C", "C", "C", "S", "O", "O", "C", "H", "H", "H", "H", "H", "H", "H", "H", "C", "C", "C", "S", "O", "O", "C", "H", "H", "H", "H", "H", "H", "H", "H", "C", "C", "C", "S", "O", "O", "C", "H", "H", "H", "H", "H", "H", "H", "H", "C", "C", "C", "S", "O", "O", "C", "H", "H", "H", "H", "H", "H", "H", "H", "C", "C", "C", "S", "O", "O", "C", "H", "H", "H", "H", "H", "H", "H", "H"], "coordinates": [[-0.316, -0.037, -0.354], [-0.529, -0.271, 0.626], [0.469, 0.459, -0.334], [-1.198, 0.378, -0.730], [0.065, -0.846, -0.825], [4.398, -0.476, -4.732], [4.906, -1.456, -3.657], [4.576, -1.142, -2.243], [3.371, 0.165, -2.337], [3.725, 1.177, -1.337], [1.999, -0.171, -2.349], [3.991, 0.833, -3.951], [3.477, -0.841, -4.963], [5.147, -0.395, -5.518], [5.944, -1.584, -3.595], [4.481, -2.316, -3.788], [5.439, -0.526, -1.605], [4.034, -1.807, -1.633], [4.875, 1.676, -3.822], [3.170, 1.243, -4.500], [-0.502, -0.493, -6.640], [0.233, -1.458, -5.762], [-0.793, -1.876, -4.873], [-1.787, -0.655, -4.407], [-1.298, -0.114, -3.221], [-3.217, -1.019, -4.623], [-1.401, 0.405, -5.784], [-1.256, -0.962, -7.279], [0.193, 0.128, -7.128], [0.778, -0.796, -5.015], [0.941, -2.190, -6.165], [-0.401, -2.564, -4.150], [-1.341, -2.767, -5.568], [-1.024, 1.332, -5.353], [-2.224, 0.681, -6.516], [2.913, 4.477, -2.078], [2.066, 5.333, -3.037], [0.838, 4.425, -3.225], [0.315, 4.035, -1.705], [-0.093, 2.619, -1.666], [-0.540, 4.978, -1.211], [1.913, 4.138, -0.947], [3.751, 4.936, -1.603], [3.183, 3.356, -2.431], [2.661, 5.559, -3.863], [1.723, 6.288, -2.606], [1.321, 3.563, -3.785], [-0.026, 4.786, -3.641], [2.224, 3.155, -0.502], [1.915, 5.045, -0.249], [-1.066, 4.228, 3.794], [0.321, 4.092, 4.516], [0.848, 2.622, 4.039], [-0.035, 2.234, 2.554], [-0.938, 1.114, 2.859], [0.961, 2.094, 1.532], [-0.925, 3.756, 2.338], [-1.265, 5.396, 3.730], [-1.690, 3.665, 4.473], [0.268, 4.178, 5.631], [1.323, 4.939, 4.293], [0.489, 1.880, 4.821], [2.008, 2.525, 3.970], [-1.910, 3.628, 1.819], [-0.436, 4.583, 1.753], [-3.322, -5.004, -1.826], [-3.811, -5.060, -0.460], [-3.745, -3.631, 0.152], [-3.242, -2.557, -1.256], [-1.793, -2.347, -1.086], [-3.992, -1.374, -1.259], [-3.803, -3.643, -2.412], [-3.517, -6.003, -2.460], [-2.218, -4.836, -1.834], [-3.393, -5.797, 0.143], [-4.811, -5.292, -0.194], [-2.925, -3.518, 0.853], [-4.776, -3.468, 0.653], [-3.494, -3.160, -3.406], [-4.975, -3.684, -2.423], [5.393, -1.222, 1.455], [5.608, 0.247, 1.580], [4.258, 0.864, 1.928], [3.056, -0.333, 2.093], [2.306, -0.596, 0.897], [2.360, -0.076, 3.382], [4.285, -1.570, 2.495], [6.084, -1.928, 1.352], [4.890, -1.238, 0.469], [5.898, 0.753, 0.643], [6.553, 0.660, 2.387], [3.834, 1.488, 1.330], [4.228, 1.783, 2.719], [3.685, -2.477, 2.348], [4.645, -1.473, 3.457], [-6.401, 0.559, 2.484], [-5.449, 0.448, 3.680], [-4.108, 1.102, 3.222], [-3.895, 0.392, 1.599], [-3.263, -0.938, 1.785], [-3.234, 1.424, 0.781], [-5.620, 0.214, 1.258], [-6.813, 1.535, 2.220], [-7.269, 0.043, 2.668], [-5.109, -0.536, 3.847], [-5.818, 1.208, 4.493], [-3.315, 0.869, 3.895], [-4.103, 2.181, 3.256], [-5.807, -0.905, 0.881], [-5.771, 0.807, 0.455], [-0.732, -3.844, 5.350], [-1.095, -2.328, 5.461], [-0.592, -1.506, 4.292], [0.228, -2.661, 3.193], [1.571, -2.910, 3.469], [-0.313, -2.590, 1.893], [-0.618, -4.096, 3.889], [-1.559, -4.248, 6.055], [0.298, -4.009, 5.849], [-0.580, -2.016, 6.312], [-2.209, -2.141, 5.562], [0.172, -0.720, 4.506], [-1.231, -1.138, 3.715], [-0.033, -5.014, 3.416], [-1.640, -4.035, 3.350]]}

(2)
{"formula": "C32H69N5O23", "method": "ωB97M-V with the def2-TZVPD basis set", "smiles": "COC(=O)OC.COC(=O)OC.COC(=O)OC.COC(=O)OC.COC(=O)OC.COC(=O)OC.CNC(C)=O.CNC(C)=O.CNC(C)=O.CNC(C)=O.CC(N)=O", "lumo_ev": -0.119, "largest_force_ev_per_a": 5.467, "gap_ev": 9.05, "elements": ["C", "O", "C", "O", "O", "C", "H", "H", "H", "H", "H", "H", "C", "O", "C", "O", "O", "C", "H", "H", "H", "H", "H", "H", "C", "O", "C", "O", "O", "C", "H", "H", "H", "H", "H", "H", "C", "O", "C", "O", "O", "C", "H", "H", "H", "H", "H", "H", "C", "O", "C", "O", "O", "C", "H", "H", "H", "H", "H", "H", "C", "O", "C", "O", "O", "C", "H", "H", "H", "H", "H", "H", "C", "N", "C", "C", "O", "H", "H", "H", "H", "H", "H", "H", "C", "N", "C", "C", "O", "H", "H", "H", "H", "H", "H", "H", "C", "N", "C", "C", "O", "H", "H", "H", "H", "H", "H", "H", "C", "N", "C", "C", "O", "H", "H", "H", "H", "H", "H", "H", "C", "C", "N", "O", "H", "H", "H", "H", "H"], "coordinates": [[8.894, 0.289, 1.926], [8.674, 1.661, 1.959], [7.320, 2.086, 2.198], [6.453, 1.347, 2.423], [7.306, 3.404, 2.089], [6.020, 4.109, 2.364], [8.362, -0.059, 1.041], [8.371, -0.101, 2.800], [9.939, 0.004, 2.045], [5.760, 3.979, 3.415], [5.223, 3.584, 1.838], [6.068, 5.136, 2.004], [7.621, -5.301, -4.714], [7.450, -4.004, -4.215], [6.451, -3.697, -3.399], [5.888, -4.560, -2.710], [6.322, -2.393, -3.388], [5.470, -1.822, -2.416], [8.176, -5.340, -5.651], [6.652, -5.758, -4.916], [8.083, -5.901, -3.930], [4.486, -1.515, -2.769], [5.840, -0.935, -1.902], [5.313, -2.440, -1.531], [5.995, -6.191, 10.381], [5.343, -5.839, 9.135], [5.773, -4.857, 8.403], [6.808, -4.182, 8.544], [4.739, -4.556, 7.636], [4.875, -3.641, 6.545], [6.922, -5.634, 10.515], [6.001, -7.274, 10.251], [5.376, -6.016, 11.261], [5.668, -3.873, 5.833], [5.030, -2.647, 6.963], [3.960, -3.388, 6.010], [-11.497, -2.775, -5.977], [-11.400, -3.537, -4.701], [-10.211, -3.772, -4.103], [-9.153, -3.198, -4.407], [-10.368, -4.588, -3.095], [-9.260, -4.826, -2.246], [-11.219, -1.732, -5.824], [-12.495, -2.732, -6.414], [-10.873, -3.064, -6.822], [-8.389, -5.304, -2.693], [-9.640, -5.371, -1.382], [-8.684, -4.008, -1.812], [-3.310, -0.371, -0.873], [-2.619, 0.423, 0.141], [-1.371, 0.059, 0.390], [-0.689, -0.683, -0.294], [-0.963, 0.812, 1.383], [0.425, 0.682, 1.580], [-4.246, 0.135, -1.109], [-3.650, -1.361, -0.568], [-2.718, -0.499, -1.778], [0.672, 1.504, 2.251], [0.954, 0.552, 0.635], [0.555, -0.263, 2.108], [-0.696, 7.811, 3.027], [-1.853, 7.647, 2.234], [-2.677, 6.682, 2.522], [-2.668, 6.012, 3.590], [-3.678, 6.707, 1.630], [-4.831, 5.941, 1.747], [-0.030, 6.952, 3.096], [-0.974, 7.830, 4.080], [-0.257, 8.795, 2.860], [-5.476, 6.062, 0.877], [-5.322, 6.109, 2.705], [-4.732, 4.855, 1.760], [2.374, -5.617, -8.733], [1.894, -4.853, -7.628], [1.201, -5.299, -6.539], [0.902, -4.370, -5.322], [1.054, -6.486, -6.351], [1.733, -6.494, -8.819], [3.384, -5.971, -8.530], [2.223, -5.171, -9.716], [2.127, -3.871, -7.663], [1.896, -3.961, -5.142], [0.564, -4.934, -4.453], [0.072, -3.698, -5.539], [4.387, 6.977, -4.200], [3.316, 6.634, -3.272], [2.662, 5.525, -3.221], [1.414, 5.405, -2.288], [2.957, 4.540, -3.936], [4.370, 6.290, -5.046], [5.286, 7.066, -3.590], [4.252, 7.985, -4.594], [2.905, 7.415, -2.780], [0.550, 4.862, -2.671], [1.049, 6.352, -1.889], [1.854, 4.915, -1.420], [-12.897, -1.044, 0.630], [-13.231, 0.268, 0.133], [-12.380, 1.060, -0.608], [-11.147, 0.468, -1.277], [-12.620, 2.265, -0.770], [-13.676, -1.393, 1.308], [-12.002, -1.079, 1.250], [-12.895, -1.852, -0.102], [-14.073, 0.649, 0.540], [-10.524, -0.317, -0.848], [-10.416, 1.272, -1.355], [-11.302, 0.243, -2.333], [3.377, 0.489, 11.211], [2.274, 0.753, 10.297], [2.195, 2.009, 9.846], [1.045, 2.349, 8.811], [3.035, 2.952, 10.088], [4.367, 0.904, 11.020], [3.488, -0.594, 11.176], [3.213, 0.718, 12.264], [1.649, 0.059, 9.913], [0.360, 3.058, 9.278], [0.484, 1.493, 8.437], [1.358, 2.806, 7.872], [-0.292, 0.986, -6.786], [0.951, 0.688, -7.602], [2.134, 0.873, -7.064], [0.870, 0.214, -8.741], [-0.608, 2.026, -6.858], [-0.342, 0.638, -5.754], [-1.124, 0.442, -7.234], [2.116, 1.478, -6.255], [2.901, 0.717, -7.702]]}